# 1
# C14H13F6N4O5S3Sr

A structure of composition C14H13F6N4O5S3Sr (the ωB97M-V functional and the def2-TZVPD basis, the OMol25 dataset).

Last column: Löwdin charge in e.
Geometry (Å):
Sr 1.871 0.567 0.443  1.6708
S 2.739 -0.760 2.769  0.6243
S -5.113 0.402 -1.273  1.0159
S 4.373 -0.030 0.670  0.5397
F 6.925 0.120 0.331  0.1791
F 2.576 -3.355 3.061  0.1944
F 1.096 -2.208 4.144  0.1852
F 0.914 -2.453 2.003  0.1371
F 6.135 -1.904 0.354  0.1848
F 6.317 -0.792 2.209  0.1876
O 4.250 1.232 1.354  -0.3106
O 4.106 0.039 -0.751  -0.3275
O 1.708 2.616 -0.583  -0.1987
O 1.698 0.263 2.630  -0.4677
O 3.693 -0.632 3.797  -0.1937
N -5.951 -4.069 -1.736  0.0713
N 3.650 3.452 -1.322  0.2209
N -0.668 0.408 -0.218  -0.0595
N 3.341 -1.089 1.298  -0.4216
C 1.773 -2.318 3.017  -0.6882
C -2.478 1.058 -1.651  -0.0573
C -6.045 -3.483 -0.552  -0.1310
C -5.422 -1.360 -1.437  -0.5140
C 6.074 -0.711 0.915  -0.6795
C -5.610 -3.320 -2.775  -0.1310
C -1.140 1.061 -1.292  -0.1250
C -3.388 0.357 -0.865  -0.4959
C -1.556 -0.266 0.532  -0.1168
C 2.493 3.580 -0.683  -0.5391
C -5.797 -2.130 -0.345  -0.0855
C -2.908 -0.315 0.256  -0.0465
C 2.153 4.925 -0.111  0.0291
C -5.335 -1.962 -2.682  -0.0743
H -2.807 1.592 -2.531  0.1130
H -5.915 -1.691 0.637  0.1057
H 3.036 5.523 0.099  0.0918
H 1.535 5.458 -0.835  0.1057
H -0.415 1.607 -1.884  0.1072
H 4.311 4.209 -1.362  0.1311
H 3.911 2.561 -1.717  0.1206
H -3.576 -0.864 0.906  0.1106
H -1.165 -0.778 1.403  0.1083
H 1.566 4.794 0.796  0.0977
H -6.338 -4.118 0.276  0.1119
H -5.065 -1.391 -3.560  0.1071
H -5.555 -3.823 -3.734  0.1124

Kohn-Sham gap = 9.18 eV
HOMO level = -11.85 eV
total charge = +1

# 2
# C14H13FHgO3

A structure of composition C14H13FHgO3 (the ωB97M-V functional and the def2-TZVPD basis, the OMol25 dataset).

Last column: Löwdin charge in e.
Geometry (Å):
Hg -4.694 3.476 -2.653  0.8150
F -0.556 -1.082 -1.151  0.0021
O 3.824 -0.760 -1.495  0.1876
O 4.515 0.150 0.462  0.2466
O 2.877 -2.541 -2.542  0.2557
C 0.356 0.593 1.041  -0.0504
C 2.246 -0.623 0.189  -0.0401
C -0.029 -2.936 0.281  0.0174
C 1.727 -1.433 -0.733  0.0256
C 1.622 -0.039 1.421  -0.0220
C -3.267 2.402 -0.194  -0.1050
C -2.009 1.799 0.208  -0.1118
C 3.663 -0.324 -0.203  -0.3782
C -0.869 0.273 1.707  0.0547
C -0.778 2.140 -0.436  0.0485
C -2.015 0.830 1.290  0.0784
C 2.820 -1.686 -1.736  -0.3488
C 0.363 1.561 -0.040  0.0703
C 0.392 -2.083 -0.893  -0.2790
H -3.198 2.694 -1.303  -0.1053
H -0.837 -0.427 2.528  0.1489
H 2.292 0.772 1.754  0.1861
H -1.096 -3.125 0.201  0.1036
H -4.082 1.695 -0.031  0.1077
H -2.945 0.589 1.781  0.1507
H 0.474 -3.896 0.215  0.1113
H 1.311 1.798 -0.498  0.1561
H -3.489 3.315 0.364  0.1435
H 0.450 -2.722 -1.770  0.1588
H 0.193 -2.502 1.253  0.0723
H -0.780 2.854 -1.244  0.1464
H 1.519 -0.760 2.225  0.1535

Kohn-Sham gap = 3.39 eV
HOMO level = -15.98 eV
total charge = +2

# 3
# C14H13N

A structure of composition C14H13N (the ωB97M-V functional and the def2-TZVPD basis, the OMol25 dataset).

Last column: Löwdin charge in e.
Geometry (Å):
N 0.233 -0.205 1.811  0.1022
C -1.137 2.310 0.640  -0.0321
C 2.684 -2.577 -0.273  -0.1083
C 2.114 -1.380 -0.728  -0.0413
C 2.525 -3.037 1.048  -0.0779
C -0.395 1.309 -0.125  -0.2025
C -0.281 1.488 -1.490  -0.0611
C -1.744 3.412 -1.347  -0.0918
C -0.968 2.467 -2.145  -0.0759
C 0.154 0.228 0.505  -0.1823
C -2.152 -1.466 -0.157  0.0724
C -1.759 3.319 0.025  -0.1512
C 1.814 -2.259 2.004  -0.0281
C 1.115 -0.858 0.085  -0.0601
C 1.100 -1.196 1.520  -0.2350
H -1.745 -2.514 -0.164  0.0142
H -2.446 4.200 -1.891  0.1352
H 0.495 0.863 -2.157  0.1630
H -2.348 -1.194 -1.172  -0.0201
H 1.699 -2.572 3.054  0.1076
H -2.365 4.174 0.554  0.1435
H -0.552 -0.090 2.538  0.1933
H 2.979 -3.948 1.373  0.0864
H 2.308 -1.106 -1.757  0.0963
H -0.992 2.230 1.686  0.0941
H -1.025 2.459 -3.192  0.0789
H -2.700 -1.088 0.713  0.0009
H 3.388 -2.969 -0.955  0.0796

Kohn-Sham gap (alpha / beta) = 6.93 / 7.26 eV
HOMO level (alpha / beta) = -6.60 / -7.91 eV

# 4
# C14H13N3O6S

The molecule C14H13N3O6S (the ωB97M-V functional and the def2-TZVPD basis, the OMol25 dataset).

Last column: Löwdin charge in e.
Geometry (Å):
S 0.642 -2.013 4.185  0.6372
O -0.241 -3.165 3.938  -0.3189
O 1.944 -2.420 4.721  -0.3104
O -1.395 1.419 -0.658  0.0459
O 1.732 0.650 4.202  0.0381
O 0.056 -2.337 -1.001  0.1340
O -3.539 0.727 -1.362  -0.0175
N 0.789 -0.636 0.450  0.0288
N -1.615 -0.089 -2.352  0.1339
N -0.045 -1.110 5.305  -0.0459
C 0.898 -0.990 2.796  -0.1993
C -2.148 0.680 -1.365  -0.4331
C 2.215 0.611 -3.758  -0.0522
C 1.088 0.882 -4.561  -0.0663
C 1.542 0.261 3.052  -0.3928
C -4.067 1.555 -0.361  -0.0878
C 1.879 1.051 1.820  0.0857
C 2.000 -0.162 -2.592  -0.0238
C 0.497 -1.396 1.592  0.0495
C -0.172 0.554 -4.145  0.0036
C -0.339 -0.043 -2.876  -0.1935
C 0.523 -1.220 -0.782  -0.3189
C 1.297 0.614 0.610  -0.0295
C 0.729 -0.475 -2.080  -0.0916
H 2.221 2.091 1.805  0.1178
H -2.292 -0.313 -3.109  0.1792
H -4.056 1.092 0.626  0.0967
H -1.041 0.825 -4.586  0.0858
H 0.090 -2.400 1.470  0.1512
H -3.434 2.463 -0.324  0.0981
H 3.230 0.845 -3.963  0.0919
H 1.370 1.315 -0.263  0.1504
H 0.453 -0.253 5.232  0.0282
H 1.256 1.457 -5.503  0.1233
H 0.063 -1.623 6.151  0.0832
H 2.919 -0.424 -2.002  0.1342
H -5.051 1.978 -0.316  0.0847

Kohn-Sham gap = 9.00 eV
HOMO level = -9.70 eV

# 5
# C14H13N5OS3

The molecule C14H13N5OS3 (the ωB97M-V functional and the def2-TZVPD basis, the OMol25 dataset).

Last column: Löwdin charge in e.
Geometry (Å):
S -4.352 0.647 -0.935  1.0453
S 2.011 -1.036 0.827  1.1135
S 2.467 2.285 -0.894  1.0002
O 5.544 1.836 0.936  0.0874
N 3.478 -1.584 -1.200  0.0143
N -0.815 1.144 0.816  0.0807
N 0.410 1.481 0.576  -0.0425
N 2.437 -2.394 -1.290  -0.0003
N 4.475 0.043 0.136  0.0916
C -0.912 -2.167 -0.243  -0.1020
C -3.062 0.754 0.226  -0.4845
C -3.494 0.386 1.474  -0.1128
C 4.493 1.317 0.651  -0.5489
C -1.403 1.559 -1.463  -0.0108
C 0.790 1.856 -0.634  -0.5999
C 1.574 -2.271 -0.350  -0.5847
C -4.852 0.024 1.499  -0.1781
C -5.441 0.115 0.276  -0.4088
C 0.327 -3.062 -0.233  -0.2391
C 3.436 -0.792 -0.183  -0.6131
C -1.734 1.167 -0.147  -0.3111
C -0.105 1.912 -1.717  -0.0536
C 3.171 2.031 0.777  -0.3520
H -6.457 -0.099 0.008  0.0618
H 5.387 -0.296 -0.155  0.1646
H -2.159 1.568 -2.234  0.0952
H -0.884 -1.466 0.589  0.0481
H -5.372 -0.291 2.386  0.1034
H 0.238 2.218 -2.692  0.1108
H -1.811 -2.771 -0.157  0.0782
H -2.842 0.388 2.327  0.1111
H 2.415 1.483 1.342  0.0340
H 3.345 3.010 1.223  0.0926
H 0.301 -3.763 -1.068  0.1164
H -0.963 -1.602 -1.172  0.0806
H 0.353 -3.631 0.700  0.1124

Kohn-Sham gap = 8.22 eV
HOMO level = -8.45 eV

# 6
# C14H13NO5

The molecule C14H13NO5 (the ωB97M-V functional and the def2-TZVPD basis, the OMol25 dataset).

Last column: Löwdin charge in e.
Geometry (Å):
O 5.123 1.421 -0.143  -0.0776
O -5.403 1.226 -1.829  0.1327
O -0.148 -1.404 -2.211  0.0740
O -3.689 -0.359 -0.518  0.1280
O -6.227 2.064 0.076  0.1117
N -0.587 -1.435 0.003  0.0760
C -5.466 1.322 -0.496  -0.4803
C 0.194 -1.144 -1.075  -0.4492
C 1.494 -0.497 -0.751  -0.1454
C 3.394 -0.090 0.678  -0.0157
C -4.523 0.438 0.183  -0.1800
C 2.178 -0.706 0.439  -0.0302
C -3.310 -0.713 1.645  -0.0048
C 3.268 0.959 -1.483  0.0115
C 5.864 1.256 1.043  -0.0863
C -4.324 0.254 1.533  0.0285
C 2.067 0.332 -1.716  -0.0058
C -1.914 -1.994 -0.145  -0.0847
C -2.961 -1.055 0.361  -0.2345
C 3.947 0.758 -0.278  -0.2725
H 6.751 1.876 0.923  0.0937
H 3.903 -0.283 1.609  0.1025
H 1.543 0.472 -2.650  0.1215
H -2.898 -1.113 2.549  0.1114
H -2.059 -2.165 -1.215  0.1320
H 3.714 1.608 -2.219  0.1202
H 6.168 0.214 1.186  0.0962
H -1.976 -2.945 0.396  0.1330
H 5.302 1.596 1.919  0.0960
H 1.789 -1.382 1.188  0.1109
H -0.324 -1.098 0.914  0.1302
H -6.043 1.831 -2.235  0.1354
H -4.848 0.755 2.319  0.1219

Kohn-Sham gap = 9.37 eV
HOMO level = -8.83 eV

# 7
# C14H14BeCl3IN2O2

A structure of composition C14H14BeCl3IN2O2 (the ωB97M-V functional and the def2-TZVPD basis, the OMol25 dataset).

Last column: Löwdin charge in e.
Geometry (Å):
I 1.164 2.040 -1.112  0.3200
Cl -1.430 1.007 4.086  0.5978
Cl 1.504 1.028 3.918  0.6103
Cl 0.144 -1.229 5.118  0.5995
O -0.118 0.339 1.523  -0.1531
O -0.127 -1.817 2.252  0.0341
N -1.780 0.194 -0.644  0.0709
N 0.143 -1.362 -0.751  0.0763
C -3.197 -0.967 -2.211  0.0182
C 4.210 2.814 0.612  -0.2177
C -2.780 1.039 -0.356  -0.0470
C -0.886 -2.946 -2.261  0.0132
C -0.903 -1.769 -1.532  -0.1631
C -0.068 -0.606 2.417  -0.7144
C 3.048 3.715 1.061  -0.2758
C 0.040 0.016 3.860  -1.4834
C -2.013 -0.849 -1.487  -0.1641
C -4.203 -0.015 -2.009  -0.0240
C 1.146 -2.227 -0.539  -0.0460
C 0.217 -3.783 -2.141  -0.0236
C 1.244 -3.425 -1.256  -0.0133
C -3.994 0.971 -1.040  -0.0290
Be -0.118 0.202 -0.051  -0.1574
H 1.874 -1.964 0.230  0.1401
H 2.123 -4.043 -1.128  0.1126
H 4.685 2.316 1.477  0.0593
H 2.745 4.372 0.237  0.0339
H -1.749 -3.117 -2.912  0.1159
H -2.570 1.770 0.442  0.1424
H -3.276 -1.753 -2.953  0.1101
H -4.740 1.738 -0.832  0.1153
H 3.425 4.349 1.878  0.0614
H 0.270 -4.685 -2.744  0.1168
H 2.167 3.172 1.413  -0.0066
H -5.120 -0.034 -2.601  0.1184
H 4.979 3.465 0.161  0.0609
H 3.944 2.042 -0.126  -0.0088

Kohn-Sham gap = 6.57 eV
HOMO level = -7.97 eV

# 8
# C14H14BrNNdO2

A structure of composition C14H14BrNNdO2 (the ωB97M-V functional and the def2-TZVPD basis, the OMol25 dataset).

Last column: Löwdin charge in e.
Geometry (Å):
Nd 0.364 -0.113 -1.364  1.7461
Br -1.209 2.543 2.366  0.8407
O 0.764 -1.212 0.845  -0.1279
O -0.641 0.496 0.656  -0.2928
N -1.203 -1.498 -2.039  -0.3106
C -1.002 1.832 -2.894  -0.2256
C -0.625 1.063 3.373  -0.5796
C -0.307 1.058 -3.875  -0.2151
C 0.349 -1.148 3.750  -0.0064
C 1.164 -2.030 -2.645  -0.3596
C -0.029 2.525 -2.103  -0.2615
C 1.274 2.174 -2.595  -0.2739
C 1.096 1.263 -3.690  -0.2430
C -0.096 -0.148 2.870  -0.1440
C -0.284 0.238 5.632  -0.0952
C 0.021 -0.323 1.395  -0.6151
C -0.251 -2.513 -2.436  -0.5582
C 0.248 -0.948 5.134  -0.0867
C -0.716 1.226 4.754  -0.1552
H -0.766 0.517 -4.699  0.0909
H 0.766 -2.065 3.341  0.1196
H -2.159 -1.871 -1.940  0.0185
H -0.246 3.276 -1.339  0.0827
H 0.583 -1.710 5.832  0.0958
H 1.882 0.875 -4.336  0.0838
H 2.221 2.622 -2.281  0.0779
H -2.081 1.981 -2.855  0.0871
H 1.873 -2.430 -1.894  -0.0110
H -0.377 0.434 6.699  0.0999
H -1.128 2.150 5.115  0.0777
H -0.282 -3.347 -1.701  0.0704
H 1.451 -1.982 -3.692  -0.0053
H -0.656 -2.931 -3.384  0.0756

⟨S²⟩ = 3.7570
Kohn-Sham gap (alpha / beta) = 5.40 / 5.41 eV
HOMO level (alpha / beta) = -2.80 / -2.81 eV
total charge = -1
multiplicity = 4

Relative energy (zero: lowest compared OMol25 entry of this formula, charge and spin) for the records above, in order: 123.5; 0.0; 313.5; 126.9; 0.0; 107.9; 0.0; 0.0 kJ/mol